A structure of composition C47H48NO4PdS2. Source: the OMol25 dataset; level of theory: ωB97M-V with the def2-TZVPD basis set.

**Molecular weight**: 861.46 Da
**Orbital gap**: 6.9 eV
**Lowest unoccupied orbital energy**: 2.210 eV
**HOMO**: -4.65 eV
**Charge**: -1
**Multiplicity**: 1
**ΔE to the lowest compared entry with this formula, charge and spin**: 0.0 kJ/mol

```
103
Properties=species:S:1:pos:R:3:forces:R:3:mulliken_charge:R:1
Pd 0.121491 -2.305141 1.034989 0.0 -0.1 0.0 0.168
O -0.725291 -1.584087 -0.822756 0.0 0.0 -0.1 0.480
S -0.742935 -0.111951 -1.173026 0.0 0.0 0.0 0.892
C -2.309739 0.031758 -2.102515 0.0 0.0 0.0 -0.915
C -2.890291 -1.329985 -2.492414 0.0 0.0 0.0 -0.307
C -3.926014 -1.864409 -1.493332 0.0 0.0 0.0 -1.237
C -3.456971 -2.248381 -0.090889 0.0 0.0 0.0 1.368
S -2.742046 -3.903652 0.219291 0.0 0.0 0.0 -0.362
O -1.578143 -3.728354 1.155950 0.0 0.0 0.0 -0.388
C -2.073910 -4.408027 -1.364344 0.0 0.0 0.0 0.127
C -2.942143 -4.925272 -2.317877 0.0 0.0 0.0 -0.277
C -2.441809 -5.370110 -3.532219 0.0 0.0 0.0 -0.709
C -1.074486 -5.334483 -3.771435 0.0 0.0 0.0 -0.610
C -0.210262 -4.871485 -2.788308 0.0 0.0 0.0 -0.614
C -0.704970 -4.408610 -1.577532 0.0 0.0 0.0 0.260
C 0.390152 0.030682 -2.551818 0.0 0.0 0.0 -0.047
C 0.685826 1.300103 -3.031077 0.0 0.1 0.1 -0.225
C 1.580952 1.435749 -4.080372 0.0 0.0 0.0 -0.497
C 2.182411 0.308487 -4.628877 0.0 0.0 0.0 -0.840
C 1.896598 -0.951417 -4.121960 0.0 0.0 0.0 -0.728
C 0.999781 -1.096309 -3.071661 0.0 0.0 0.0 -0.494
H -2.099915 0.651403 -2.974832 0.0 0.0 0.0 0.784
H -2.967684 0.562518 -1.417850 0.0 0.0 0.0 0.509
H -2.092428 -2.054080 -2.658330 0.0 0.0 0.0 -0.291
H -3.401946 -1.204442 -3.450878 0.0 0.0 0.0 0.441
H -4.464998 -2.692998 -1.958831 0.0 0.0 0.0 0.504
H -4.673076 -1.078737 -1.344902 0.0 0.0 0.0 0.540
H -4.309984 -2.246452 0.589859 0.0 0.0 0.0 0.586
H -2.736365 -1.555335 0.337829 0.0 0.0 0.0 -1.613
H -4.002834 -4.992210 -2.108959 0.0 0.0 0.0 0.511
H -3.116979 -5.759113 -4.283802 0.0 0.0 0.0 0.407
H -0.681371 -5.687385 -4.716492 0.0 0.0 0.0 0.384
H 0.858613 -4.866889 -2.963087 0.0 0.0 0.0 0.454
H -0.041327 -4.038133 -0.803962 0.0 0.0 0.0 0.376
H 0.239733 2.177062 -2.570356 0.0 0.0 0.0 0.211
H 1.825017 2.421764 -4.455088 0.0 0.0 0.0 0.489
H 2.891671 0.416858 -5.439772 0.0 0.0 0.0 0.345
H 2.385046 -1.825174 -4.535097 0.0 0.0 0.0 0.428
H 0.779243 -2.060540 -2.632994 0.0 0.0 0.0 0.129
C 2.116992 -0.743816 6.027824 0.0 0.0 0.0 -0.720
C 1.514500 -0.117499 4.914230 0.0 0.0 0.0 -0.942
C 1.133279 -0.856397 3.830513 0.0 0.0 0.0 -0.128
C 1.334867 -2.261244 3.786393 0.0 0.0 0.0 0.871
C 0.962814 -3.045513 2.650038 0.1 0.0 0.0 -0.231
C 1.173750 -4.402053 2.697953 0.0 0.0 0.0 -0.195
C 1.743542 -5.028042 3.829425 0.0 0.0 0.0 -0.835
C 2.118484 -4.290807 4.914248 0.0 0.0 0.0 -0.888
C 1.923373 -2.887626 4.916992 0.0 0.0 0.0 1.206
C 2.309311 -2.094936 6.028676 0.0 0.0 0.0 -0.781
H 2.418692 -0.149942 6.883114 0.0 0.0 0.0 0.382
H 1.342535 0.951993 4.922539 0.0 0.0 0.0 0.474
H 0.658194 -0.383225 2.981922 0.0 0.0 0.0 0.623
H 0.893995 -5.019312 1.851210 0.0 0.0 0.0 0.358
H 1.888503 -6.103144 3.826281 0.0 0.0 0.0 0.372
H 2.566248 -4.761273 5.783134 0.0 0.0 0.0 0.325
H 2.763250 -2.587677 6.882415 0.0 0.0 0.0 0.337
C 3.116033 1.944461 0.226762 0.0 0.1 0.0 -1.477
C 3.661724 0.513425 0.160778 0.0 0.0 0.0 2.722
C 4.770202 0.343454 1.208091 0.0 0.0 0.0 -2.005
C 4.230329 0.251361 -1.239753 0.0 0.0 0.0 -1.496
C 2.571825 -0.433905 0.446545 0.0 -0.1 -0.1 0.048
C 1.692453 -1.223837 0.719248 0.0 0.1 0.1 -1.318
H 3.911682 2.670110 0.029057 0.0 0.0 0.0 0.446
H 2.695359 2.145711 1.212688 0.0 0.0 0.0 0.358
H 2.323476 2.094966 -0.508611 0.0 0.0 0.0 0.088
H 5.585131 1.049004 1.018023 0.0 0.0 0.0 0.432
H 5.169203 -0.671521 1.180236 0.0 0.0 0.0 0.382
H 4.375842 0.521164 2.209454 0.0 0.0 0.0 0.339
H 5.045941 0.948861 -1.455177 0.0 0.0 0.0 0.448
H 3.454439 0.379877 -1.997333 0.0 0.0 0.0 0.053
H 4.612142 -0.768340 -1.313278 0.0 0.0 0.0 0.388
C -1.386588 5.013195 -3.814596 0.0 0.0 0.0 -1.810
C -0.830090 4.769181 -2.435098 0.0 0.0 0.0 1.593
C 0.477016 5.152831 -2.147841 0.0 0.0 0.0 -0.971
C 0.999258 4.931460 -0.883443 0.0 0.0 0.0 -0.935
C 0.241563 4.314030 0.093857 0.1 -0.1 0.0 -0.865
C -1.069647 3.911746 -0.175891 0.0 0.0 0.0 0.127
N -1.858102 3.235267 0.745319 -0.1 0.0 0.0 -0.317
C -1.544069 3.014056 2.089271 0.0 0.0 0.1 -0.126
C -1.087497 4.054692 2.902670 0.0 0.0 0.0 -0.081
C -0.838020 3.843965 4.247547 0.0 0.0 0.0 -0.571
C -1.045770 2.591803 4.811112 0.0 0.0 0.0 -0.771
C -1.506035 1.560076 4.008906 0.0 0.0 0.0 -0.770
C -1.767954 1.744752 2.655884 0.0 0.0 0.0 0.500
C -2.278001 0.540602 1.863779 0.1 0.0 -0.1 0.850
O -2.801889 0.771374 0.723869 -0.1 0.1 0.0 -0.868
O -2.132992 -0.578200 2.370057 -0.1 0.0 0.0 -0.833
C -1.616568 4.166012 -1.451444 0.0 0.0 0.0 1.183
C -3.047458 3.793077 -1.736945 0.0 0.0 0.0 -1.808
H -0.613749 5.409331 -4.473090 0.0 0.0 0.0 0.417
H -2.210923 5.730602 -3.796706 0.0 0.0 0.0 0.369
H -1.775407 4.095072 -4.262533 0.0 0.0 0.0 0.283
H 1.081354 5.617844 -2.917909 0.0 0.0 0.0 0.322
H 2.021559 5.213748 -0.661897 0.0 0.0 0.0 0.357
H 0.680103 4.094620 1.056978 0.0 0.0 0.0 0.430
H -2.385355 2.425478 0.393353 0.0 0.0 0.0 0.590
H -0.949589 5.038606 2.471817 0.0 0.0 0.0 0.512
H -0.486326 4.667431 4.858365 0.0 0.0 0.0 0.398
H -0.842959 2.418945 5.860596 0.0 0.0 0.0 0.410
H -1.654472 0.563636 4.404163 0.0 0.0 0.0 0.435
H -3.634969 3.780695 -0.819553 0.0 0.0 0.0 0.479
H -3.133437 2.798758 -2.186178 0.0 0.0 0.0 0.095
H -3.509718 4.497817 -2.428328 0.0 0.0 0.0 0.506
```
Positions in Å, forces in eV/Å.